*a*
ORCA calculation (ωB97M-V/def2-TZVPD) on C3H4N2O2S as an isolated structure.

As for the HOMO energy: -9.05 eV.

```
! RIJCOSX wB97M-V def2-TZVPD def2/J DEFGRID3
* xyz 0 1
C 0.08421 -0.51664 -0.90514
C -0.83211 0.57899 -0.79973
C 0.68049 -0.49583 0.28741
H 0.75852 -2.20923 -1.59999
H -1.62960 1.05330 -1.36409
H -0.60639 3.26894 0.73598
H 1.01248 -2.28607 2.07622
N -0.63977 1.07769 0.44413
N 0.44534 0.61176 1.06076
O 0.14709 -1.52528 -1.82700
O -1.23991 2.21728 0.88464
S 1.81966 -1.77490 1.00682
*
```

Atom charges from the Mulliken analysis, given in e for atoms 1 to 2: C 0.801; C -0.851

*b*
ORCA calculation (ωB97M-V/def2-TZVPD) on C3H4N2O2S in the gas phase.

As for the HOMO energy: -9.75 eV. As for the SMILES: O=C/N=C\N(S)C=O.

```
! RIJCOSX wB97M-V def2-TZVPD def2/J DEFGRID3
* xyz 0 1
O -1.81860 -1.00687 0.91574
C -1.98930 -0.32983 -0.15987
N -1.45139 0.95879 -0.21215
C -0.13961 0.97094 -0.19881
N 0.81811 0.06617 -0.26489
S 0.42877 -1.65441 -0.44092
C 2.08822 0.42209 0.05940
O 2.83608 -0.49304 0.41058
H -2.59717 -0.54568 -1.17488
H 0.20486 1.92816 0.15938
H -0.39463 -1.79010 0.65260
H 2.01467 1.47377 0.25383
*
```

Atom charges from the Mulliken analysis, given in e for atoms 1 to 2: O -0.608; C 0.199

*c*
ORCA calculation (ωB97M-V/def2-TZVPD) on a 2-piece molecular cluster, C3H4N2O2S overall.

As for the HOMO energy: -9.21 eV.

```
! RIJCOSX wB97M-V def2-TZVPD def2/J DEFGRID3
* xyz 0 1
C 0.33865 0.69045 0.48348
C -0.45306 1.44170 -0.35321
C -1.18339 -0.61045 -0.44128
N -0.09102 -0.60693 0.38782
N -1.38112 0.62311 -0.90347
O -4.92571 -0.10278 -0.18453
O -3.88814 1.05769 1.72472
S -4.11387 0.97310 0.29589
H 1.21726 0.95645 1.05650
H -0.19591 2.48622 -0.34240
H -1.89867 -1.38602 -0.54882
H 0.37524 -1.32363 0.88532
*
```

Atom charges from the Mulliken analysis, given in e for atoms 1 to 2: C -0.159; C -0.258

Preferred: *c*; penalty for the next structure: 211.7 kJ/mol.

*a*
ORCA calculation (ωB97M-V/def2-TZVPD) on a 2-piece molecular cluster, C2H6Cl overall.

As for the expectation value of S²: 0.752. As for the HOMO energy (alpha / beta): -11.74 / -11.45 eV.

```
! RIJCOSX wB97M-V def2-TZVPD def2/J DEFGRID3
* xyz 0 2
Cl -1.55758 0.20853 2.26499
H 0.27817 1.32897 0.19960
C 0.56607 0.57731 -0.53742
C -0.16747 -0.63291 -0.07416
H 0.30676 0.86854 -1.55378
H 1.63722 0.41256 -0.53410
H 0.06084 -1.50139 -0.71665
H 0.09574 -0.81978 0.95182
H -1.21974 -0.44184 -0.00030
*
```

Atom charges from the Mulliken analysis, given in e for atoms 1 to 2: Cl -0.045; H 0.203

*b*
ORCA calculation (ωB97M-V/def2-TZVPD) on C2H6Cl as an isolated structure.

As for the expectation value of S²: 0.755. As for the HOMO energy (alpha / beta): -9.29 / -10.93 eV.

```
! RIJCOSX wB97M-V def2-TZVPD def2/J DEFGRID3
* xyz 0 2
Cl 0.69342 -0.87661 0.96940
H 0.23119 -1.88607 0.13495
C -0.44463 -2.44025 -0.83238
H 0.31030 -2.80072 -1.53268
H -1.01980 -3.22184 -0.32437
C -1.31798 -1.28862 -1.29269
H -1.94805 -1.66847 -2.10101
H -1.96532 -0.98151 -0.46748
H -0.75491 -0.42109 -1.64191
*
```

Atom charges from the Mulliken analysis, given in e for atoms 1 to 2: Cl -0.326; H 0.213

Preferred: *a*; penalty for the next structure: 7.7 kJ/mol.

*a*
ORCA calculation (ωB97M-V/def2-TZVPD) on C5H7Br in the gas phase.

As for the HOMO energy: -9.83 eV. As for the SMILES: CCC#CCBr.

```
! RIJCOSX wB97M-V def2-TZVPD def2/J DEFGRID3
* xyz 0 1
C 1.42026 -1.28544 0.75452
C 0.76356 -0.06194 1.35671
C -0.25954 0.57514 0.50804
C -0.92639 0.95778 -0.37209
C -1.78931 1.13646 -1.60655
Br -1.04639 0.05800 -3.18489
H 2.00817 -1.84547 1.47925
H 2.14738 -0.71493 0.05001
H 0.62949 -1.93968 0.23684
H 0.29523 -0.54157 2.18136
H 1.43295 0.69827 1.73499
H -2.72596 0.80832 -1.32321
H -1.94945 2.15506 -1.81498
*
```

Atom charges from the Mulliken analysis, given in e for atoms 1 to 2: C -0.973; C -0.572

*b*
ORCA calculation (ωB97M-V/def2-TZVPD) on a 2-piece molecular cluster, C5H7Br overall.

As for the HOMO energy (alpha / beta): -8.70 / -8.13 eV.

```
! RIJCOSX wB97M-V def2-TZVPD def2/J DEFGRID3
* xyz 0 1
C -0.90025 -0.67963 0.21428
C -3.63345 -0.89705 1.21447
C 0.24009 -0.01076 0.09198
C 0.65849 1.38296 0.43348
C 1.45114 -0.63342 -0.65323
Br -4.21098 0.20350 -0.05130
H -1.27361 -1.67040 -0.12972
H 1.38804 1.65626 -0.22735
H 1.10642 1.33117 1.48418
H -0.19214 1.97918 0.27669
H 1.13452 -1.67003 -1.08886
H 2.31977 -0.92675 -0.07347
H 1.91197 -0.06502 -1.49112
*
```

Atom charges from the Mulliken analysis, given in e for atoms 1 to 2: C -0.828; C -0.105

Preferred: *a*; penalty for the next structure: 555.3 kJ/mol.

*a*
ORCA calculation (ωB97M-V/def2-TZVPD) on a 2-piece molecular cluster, C5H7Br overall.

As for the HOMO energy: -9.27 eV. As for the SMILES: C#CBr.C=CC.

```
! RIJCOSX wB97M-V def2-TZVPD def2/J DEFGRID3
* xyz 0 1
C -0.38669 -2.85275 -0.24163
C 0.35976 -2.24955 0.45182
Br 1.30257 -1.50867 1.75103
H -0.72099 -3.46004 -1.05001
C -0.64116 0.22197 -0.85786
C 0.33216 1.02794 -0.49429
C 0.22542 1.88700 0.74151
H -0.90468 -0.28478 -1.82780
H -1.55336 -0.02451 -0.20147
H 1.12838 1.21023 -1.17652
H 1.20806 1.79438 1.18873
H -0.48485 1.38860 1.31380
H 0.13537 2.85019 0.40269
*
```

Atom charges from the Mulliken analysis, given in e for atoms 1 to 2: C 0.020; C -0.374

*b*
ORCA calculation (ωB97M-V/def2-TZVPD) on a 2-piece molecular cluster, C5H7Br overall.

As for the HOMO energy (alpha / beta): -9.04 / -8.79 eV.

```
! RIJCOSX wB97M-V def2-TZVPD def2/J DEFGRID3
* xyz 0 1
C 0.10388 -1.30161 0.70797
C 0.83706 -1.16093 -1.53353
C -0.11308 -0.47292 -0.52518
C 1.20562 -0.68097 -0.06898
C -1.67838 2.40980 0.63088
Br 2.73220 0.18534 0.56850
H -0.17987 -0.84553 1.67876
H 0.05509 -2.48531 0.66242
H 0.70828 -2.16217 -1.85065
H 1.29076 -0.46010 -2.32914
H -0.99339 2.62990 1.48166
H -1.65094 1.35045 0.46024
H -2.31723 2.99405 0.11705
*
```

Atom charges from the Mulliken analysis, given in e for atoms 1 to 2: C -0.308; C -0.452

Preferred: *a*; penalty for the next structure: 335.0 kJ/mol.

*a*
ORCA calculation (ωB97M-V/def2-TZVPD) on an isolated ion of composition CH6FN4 and charge +1.

As for the HOMO energy: -14.14 eV. As for the SMILES: NN/C(F)=[NH+]/N.

```
! RIJCOSX wB97M-V def2-TZVPD def2/J DEFGRID3
* xyz 1 1
N 0.45738 0.55147 -2.25680
N -0.05904 -0.32651 -1.30182
C 0.26935 -0.03670 0.08229
F 0.98139 1.06292 0.31487
N -0.49844 -0.53286 1.00512
N -0.26941 -0.46321 2.32764
H 1.42749 0.39397 -2.51224
H 0.21425 1.49341 -1.97918
H -0.61203 -0.91794 -2.06562
H -1.24724 -1.19176 0.85392
H -1.11324 -0.09953 2.79638
H 0.44954 0.06674 2.73544
*
```

Atom charges from the Mulliken analysis, given in e for atoms 1 to 2: N -0.584; N -0.143

*b*
ORCA calculation (ωB97M-V/def2-TZVPD) on CH6FN4 as an isolated structure.

As for the HOMO energy (alpha / beta): -14.86 / -14.63 eV.

```
! RIJCOSX wB97M-V def2-TZVPD def2/J DEFGRID3
* xyz 1 1
C -0.57727 -0.03502 -0.22821
N 0.41254 -0.88645 -0.23553
N -0.47933 1.31633 -0.32306
N -1.87110 -0.53456 -0.08134
N 1.58284 -0.83798 0.09219
F 2.32321 0.65717 -0.01933
H 0.40503 1.72812 -0.48311
H -1.21663 1.92591 -0.52826
H -2.00004 -1.50914 0.15280
H -2.58798 0.20835 -0.04753
H 2.32802 -1.40157 -0.21587
H 1.68071 -0.63116 1.91725
*
```

Atom charges from the Mulliken analysis, given in e for atoms 1 to 2: C 0.647; N -0.126

Preferred: *a*; penalty for the next structure: 235.2 kJ/mol.

*a*
ORCA calculation (ωB97M-V/def2-TZVPD) on C7H17NO2 as an isolated structure.

As for the HOMO energy: -6.78 eV.

```
! RIJCOSX wB97M-V def2-TZVPD def2/J DEFGRID3
* xyz 0 1
C 0.88203 0.02097 -0.24370
C -0.26432 0.70698 0.24349
C 0.35789 0.47682 2.23872
C -0.09905 -0.48616 -1.96125
C -0.52306 1.38435 3.05368
C 1.07142 -0.86825 -2.83774
C -1.03325 -1.63656 -1.68149
N -0.44056 2.07276 0.02244
O 1.37603 -1.15521 0.22145
O 0.12846 -0.91142 2.53732
H 0.84031 -1.45530 0.98841
H -0.81630 -1.04066 2.67975
H 1.67914 0.65822 -0.62690
H -1.20281 0.16920 0.34560
H 1.41944 0.65578 2.41199
H -0.62102 0.39068 -2.34883
H 0.40426 2.59384 -0.16854
H -1.19483 2.30503 -0.60667
H -0.26676 2.42261 2.84653
H -0.43096 1.20622 4.13380
H -1.57669 1.25729 2.78087
H 1.69086 -1.61612 -2.33823
H 0.74010 -1.29742 -3.79225
H 1.69889 -0.00583 -3.07132
H -1.36067 -2.12955 -2.60542
H -1.92891 -1.32061 -1.14296
H -0.52965 -2.39766 -1.07873
*
```

Atom charges from the Mulliken analysis, given in e for atoms 1 to 2: C -0.066; C -0.398

*b*
ORCA calculation (ωB97M-V/def2-TZVPD) on a 3-piece molecular cluster, C7H17NO2 overall.

As for the HOMO energy: -9.14 eV. As for the SMILES: CNC(C)=O.C=C(C)C.O.

```
! RIJCOSX wB97M-V def2-TZVPD def2/J DEFGRID3
* xyz 0 1
C 1.34159 2.46635 -1.03879
N 1.11398 1.68842 0.15431
C 0.95318 2.26299 1.36525
C 0.74592 1.27137 2.49640
O 0.89102 3.46763 1.52984
H 0.49466 2.37910 -1.72142
H 1.46071 3.51642 -0.77699
H 2.24792 2.13367 -1.54763
H 1.18874 0.67919 0.07426
H 1.36032 0.38206 2.36646
H -0.30371 0.98126 2.52647
H 1.00040 1.74850 3.43985
C -1.34297 -1.74565 0.75497
C -1.37988 -1.55875 -0.57693
C -1.13736 -2.68016 -1.53761
C -1.56690 -0.20768 -1.18764
H -1.63781 -0.95615 1.42833
H -1.34812 -2.74058 1.17472
H -0.98524 -3.62615 -1.02207
H -0.26774 -2.47124 -2.15980
H -2.00301 -2.78231 -2.19800
H -1.58965 0.57394 -0.43309
H -0.75886 0.00944 -1.88421
H -2.50508 -0.19128 -1.74457
O 1.39597 -1.23122 -0.04465
H 2.13025 -1.80926 0.16530
H 0.50166 -1.55994 0.39722
*
```

Atom charges from the Mulliken analysis, given in e for atoms 1 to 2: C -1.014; N -0.028

Preferred: *b*; penalty for the next structure: 335.7 kJ/mol.

*a*
ORCA calculation (ωB97M-V/def2-TZVPD) on C2H3N2OP in the gas phase.

As for the HOMO energy (alpha / beta): -7.98 / -7.98 eV.

```
! RIJCOSX wB97M-V def2-TZVPD def2/J DEFGRID3
* xyz 0 1
C 0.50873 -0.21710 -0.03978
C 0.29204 -1.50197 0.05360
N -0.54923 0.66928 -0.06934
N -1.79639 0.28301 0.08000
O -2.61197 1.48900 0.01623
P -2.59308 -1.13238 0.00566
H 1.52624 0.26957 0.08649
H 0.53724 -2.45391 -0.25907
H -2.29776 2.19379 -0.69893
*
```

Atom charges from the Mulliken analysis, given in e for atoms 1 to 2: C 0.105; C -0.529

*b*
ORCA calculation (ωB97M-V/def2-TZVPD) on C2H3N2OP in the gas phase.

As for the HOMO energy: -8.73 eV.

```
! RIJCOSX wB97M-V def2-TZVPD def2/J DEFGRID3
* xyz 0 1
C 1.20852 -0.14860 -1.35767
C -1.00451 0.56711 0.69659
N -1.24823 0.20102 -1.61198
N -1.33416 0.36909 -0.48189
O 1.24212 -0.51692 -0.05605
P 0.76941 0.74375 1.06664
H 1.31369 -1.26098 -1.79625
H -1.72020 0.21487 1.47914
H 0.77336 -0.16934 2.06146
*
```

Atom charges from the Mulliken analysis, given in e for atoms 1 to 2: C -0.221; C -0.103

*c*
ORCA calculation (ωB97M-V/def2-TZVPD) on C2H3N2OP in the gas phase.

As for the HOMO energy: -9.77 eV.

```
! RIJCOSX wB97M-V def2-TZVPD def2/J DEFGRID3
* xyz 0 1
C 1.75893 0.68672 0.13572
C -0.24463 -0.29816 0.09952
N 2.30114 -0.39226 -0.08668
N 0.25985 -1.38932 -0.12427
O 0.40101 0.87798 0.25502
P -2.07507 -0.06858 0.35389
H 2.27516 1.63462 0.26458
H -2.37636 -1.39661 0.06514
H -2.30003 0.34561 -0.96292
*
```

Atom charges from the Mulliken analysis, given in e for atoms 1 to 2: C 0.141; C 0.547

Preferred: *c*; penalty for the next structure: 143.4 kJ/mol.

*a*
ORCA calculation (ωB97M-V/def2-TZVPD) on C2H3N2OP in the gas phase.

As for the HOMO energy: -8.50 eV. As for the SMILES: On1nccp1.

```
! RIJCOSX wB97M-V def2-TZVPD def2/J DEFGRID3
* xyz 0 1
O 2.26774 -0.75711 0.03361
N 0.95377 -0.28158 0.12739
N -0.05502 -1.14127 0.18696
C -1.31689 -0.09739 0.06301
C -0.92010 1.17627 0.00569
P 0.81766 1.36984 0.12548
H 2.29676 -1.70901 -0.34182
H -2.30855 -0.47368 -0.27064
H -1.73536 1.91392 0.07032
*
```

Atom charges from the Mulliken analysis, given in e for atoms 1 to 2: O -0.495; N 0.715

*b*
ORCA calculation (ωB97M-V/def2-TZVPD) on C2H3N2OP in the gas phase.

As for the HOMO energy (alpha / beta): -8.30 / -8.22 eV.

```
! RIJCOSX wB97M-V def2-TZVPD def2/J DEFGRID3
* xyz 0 1
C -0.54307 0.21068 0.06118
C -0.85852 0.45939 -1.24911
N 1.65879 -0.57241 -0.15186
N 0.67525 -0.28543 0.42604
O 0.61534 -0.46112 1.92946
P 0.07477 0.27272 -2.66776
H -1.22370 0.38162 0.87740
H -1.86100 0.84086 -1.41805
H 1.46215 -0.84631 2.19270
*
```

Atom charges from the Mulliken analysis, given in e for atoms 1 to 2: C -0.221; C -0.218

Preferred: *a*; penalty for the next structure: 201.7 kJ/mol.